# 1
21
Properties=species:S:1:pos:R:3:forces:R:3:nbo_charge:R:1 method="wB97M-V/def2-TZVPD" total_charge=-2 e_above_lowest_ev=2.771 s_squared=0.756 multiplicity=2
C 2.915 0.530 -0.262 -0.479 -1.099 0.285 -0.04
O 3.435 -0.647 0.215 -0.062 0.179 -0.002 -0.89
C 1.424 0.700 0.146 -0.259 0.561 -0.150 -0.44
C 0.525 -0.414 -0.394 0.577 -0.911 -0.583 -0.43
C -0.717 -0.807 0.414 -0.663 0.255 0.316 -0.42
C -2.082 1.275 0.346 -0.340 0.207 0.172 -0.79
C -2.016 -0.078 0.049 -0.026 -0.679 -0.716 0.02
C -2.986 -0.847 -0.613 0.198 0.051 0.109 -0.80
H 2.971 0.565 -1.373 -0.037 0.254 -0.234 0.08
H 3.467 1.404 0.119 0.112 0.497 0.021 0.08
H 1.002 1.678 -0.152 0.204 -0.130 0.036 0.18
H 1.418 0.651 1.244 -0.062 0.101 -0.135 0.19
H 1.186 -1.318 -0.461 -0.527 0.664 0.026 0.23
H 0.230 -0.229 -1.436 -0.135 0.333 0.038 0.19
H -0.871 -1.898 0.340 -0.034 0.365 -0.001 0.18
H -0.585 -0.576 1.478 0.452 -0.194 -0.020 0.19
H -2.974 1.850 0.049 0.368 -0.104 0.238 0.15
H -1.375 1.712 1.054 -0.129 0.048 -0.294 0.17
H 1.796 -1.270 1.075 0.902 -0.744 0.852 -0.15
H -2.851 -1.887 -0.905 0.264 0.164 0.122 0.15
H -3.912 -0.394 -0.934 -0.324 0.182 -0.078 0.15



# 2
10
Properties=species:S:1:pos:R:3:forces:R:3:nbo_charge:R:1 method="wB97M-V/def2-TZVPD" smiles=Oc1cn[nH]c1 e_above_lowest_ev=3.690
O -1.340 -1.011 -0.697 -0.534 0.205 -2.196 -0.70
C -0.438 0.123 -0.747 0.494 -1.161 1.174 0.03
C -0.462 0.568 0.560 -0.049 0.073 0.539 0.03
N 0.739 0.389 1.076 0.556 0.790 0.192 -0.34
N 1.661 0.030 0.137 -0.171 0.257 -0.228 -0.27
C 0.968 -0.120 -0.979 -0.029 -0.250 0.256 -0.04
H -2.233 -0.670 -0.645 -0.444 -0.028 -0.312 0.47
H -1.361 0.774 1.123 0.264 -0.236 0.301 0.21
H 0.938 0.281 2.055 0.398 0.524 0.001 0.41
H 1.530 -0.363 -1.881 -0.486 -0.175 0.273 0.21